# 1
The following is a quantum chemistry calculation of 2 unconnected molecules or ions with the total composition C4H4N2S at a distorted geometry, from OMol25.

CARTESIAN COORDINATES (ANGSTROEM)
C -2.30044 -0.78845 -0.48597
C -1.23501 -0.51359 0.29562
C -0.55598 0.71582 0.41929
N -0.09287 1.74917 0.39665
H -2.58096 -1.83579 -0.60815
H -3.12498 -0.12674 -1.03875
H -0.88549 -1.41527 0.83364
N 2.81689 1.29974 -0.06880
C 2.63364 0.12143 -0.04203
S 2.84173 -1.42010 0.20170
H 2.48347 2.21378 0.09681

Cartesian forces, eV/Å:
-1.81 1.04 -0.77
-1.23 -2.10 -0.54
-1.36 -1.12 -0.10
1.08 1.96 0.19
0.11 0.18 0.42
2.66 -0.84 1.20
0.45 0.91 -0.38
-0.05 -1.50 -0.58
1.34 1.59 0.86
-0.60 -0.54 -0.35
-0.59 0.42 0.04

Energy above the lowest of the compared OMol25 structures with the same formula, charge and spin, kcal per mole: 49.30
Lowest unoccupied orbital energy, eV: 0.11
Total energy, eV: -18026.103
Spin multiplicity: 1
HOMO-LUMO gap, eV: 9.474

Listed below, in e, are the natural (NBO) charges computed for each atom:
1 C -0.279
2 C -0.350
3 C 0.270
4 N -0.322
5 H 0.202
6 H 0.222
7 H 0.255
8 N -0.639
9 C 0.242
10 S -0.051
11 H 0.451

---

# 2
The following is a quantum chemistry calculation of a single C4H4N2S2 molecule at a distorted geometry, from OMol25.

CARTESIAN COORDINATES (ANGSTROEM)
S -3.28739 0.26412 -0.06466
C -1.85571 -0.66694 -0.20525
N -0.56671 -0.24302 -0.25365
C -0.17166 1.06673 -0.14703
C 1.14328 1.45565 -0.00837
S 2.43244 0.21748 -0.17230
C 1.47841 -1.17065 0.02549
N 0.24262 -1.32927 0.02890
H -1.84966 -1.68838 0.09181
H -0.91078 1.85505 0.08307
H 1.40818 2.45355 0.50394
H 1.93699 -2.21432 0.11806

Cartesian forces, eV/Å:
2.36 -1.26 -0.70
-2.46 2.66 1.31
-1.72 -0.63 -0.45
2.65 2.69 1.31
-1.67 -0.24 0.80
0.81 1.51 -0.25
1.02 -3.13 0.27
-0.48 0.12 -0.33
-0.32 -0.87 -0.45
-0.02 -1.01 -0.33
-0.41 -1.75 -1.35
0.26 1.90 0.17

Energy above the lowest of the compared OMol25 structures with the same formula, charge and spin, kcal per mole: 66.76
Lowest unoccupied orbital energy, eV: -0.23
Total energy, eV: -28860.644
Spin multiplicity: 1
HOMO-LUMO gap, eV: 7.887

Listed below, in e, are the natural (NBO) charges computed for each atom:
1 S -0.168
2 C -0.017
3 N -0.301
4 C -0.019
5 C -0.406
6 S 0.309
7 C -0.114
8 N -0.258
9 H 0.214
10 H 0.258
11 H 0.262
12 H 0.241

---

# 3
The following is a quantum chemistry calculation of a molecular structure, C4H4N4 at a distorted geometry, from OMol25.

CARTESIAN COORDINATES (ANGSTROEM)
C 1.43806 -0.82323 0.01423
C -0.05265 0.54353 -0.11528
C -1.22298 1.22346 -0.04957
C -0.07199 -0.79084 -0.05160
H 1.77174 -1.09550 1.04267
H 2.04939 -1.34770 -0.82268
H 1.81490 1.24679 0.44755
H -1.30653 2.29678 -0.11037
N 1.34218 0.66624 -0.19988
N -2.32878 0.47747 0.02096
N -2.28917 -0.85118 -0.07596
N -1.14416 -1.54583 -0.10006

Cartesian forces, eV/Å:
1.25 -1.09 -0.68
0.60 1.93 0.25
-0.20 0.31 -0.22
-0.28 -2.40 -0.32
0.05 0.11 -0.85
-1.15 0.74 1.60
0.46 0.69 0.60
-0.31 0.14 0.26
-0.08 -0.47 -0.59
-0.11 -0.88 -0.55
-0.16 0.42 0.44
-0.08 0.49 0.06

Energy above the lowest of the compared OMol25 structures with the same formula, charge and spin, kcal per mole: 77.42
Lowest unoccupied orbital energy, eV: 0.38
Total energy, eV: -10169.481
Spin multiplicity: 1
HOMO-LUMO gap, eV: 9.993

Listed below, in e, are the natural (NBO) charges computed for each atom:
1 C -0.242
2 C 0.092
3 C -0.015
4 C 0.142
5 H 0.219
6 H 0.228
7 H 0.379
8 H 0.211
9 N -0.571
10 N -0.211
11 N -0.030
12 N -0.202

---

# 4
The following is a quantum chemistry calculation of a single C4H4N4 molecule at a distorted geometry, from OMol25.

CARTESIAN COORDINATES (ANGSTROEM)
C 0.23718 -1.04345 -1.20243
C -1.22102 -0.70142 0.96411
C -0.24412 -0.41020 -0.01249
C 0.30862 0.78906 0.42304
N 1.15219 -0.41110 -1.83980
N -1.23140 0.21462 1.91050
N 1.80380 0.59779 -1.45724
N -0.27646 1.11089 1.57016
H -0.11981 -1.98624 -1.58536
H -1.89252 -1.53262 1.01327
H 1.61471 1.46689 -1.95411
H -0.13117 1.90578 2.17034

Cartesian forces, eV/Å:
0.22 0.54 0.27
0.41 0.26 0.11
-0.08 0.20 -0.10
-0.13 -0.18 0.93
-0.58 -1.28 -1.82
-0.36 -0.19 0.43
0.98 1.07 0.87
-0.37 0.28 -0.05
0.03 -0.07 -0.03
-0.23 -0.22 0.04
0.02 -0.34 -0.53
0.08 -0.10 -0.12

Energy above the lowest of the compared OMol25 structures with the same formula, charge and spin, kcal per mole: 42.10
Lowest unoccupied orbital energy (alpha / beta), eV: 1.00 / -1.98
Total energy, eV: -10167.163
Spin multiplicity: 3
Expectation value of S²: 2.01
HOMO-LUMO gap (alpha / beta), eV: 8.839 / 6.666

Listed below, in e, are the natural (NBO) charges computed for each atom:
1 C 0.040
2 C -0.023
3 C -0.345
4 C 0.344
5 N -0.151
6 N -0.252
7 N -0.379
8 N -0.418
9 H 0.210
10 H 0.213
11 H 0.342
12 H 0.418

---

# 5
The following is a quantum chemistry calculation of a single C4H4N4O molecule at a distorted geometry, from OMol25.

CARTESIAN COORDINATES (ANGSTROEM)
N 2.40877 -0.58596 -0.58388
C 1.32291 0.01129 -0.03260
C 0.68198 -0.93853 0.76510
N -0.59965 -0.98004 0.93874
C -1.49695 -0.39372 -0.09411
O -2.20304 -0.83724 -0.91047
N -1.37748 0.95658 0.11615
C -0.22065 1.66695 0.17185
N 1.01560 1.27094 -0.13255
H 2.63516 0.03831 -1.52649
H 2.26069 -1.63833 -0.72552
H 1.30144 -1.21296 1.71173
H -0.42730 2.80424 0.59339

Cartesian forces, eV/Å:
0.90 1.63 -4.47
1.20 0.04 -1.61
-3.35 0.14 5.10
-0.46 -1.81 -1.31
3.69 2.35 1.77
-1.22 -2.37 -1.05
2.68 3.32 0.71
-5.00 0.85 1.69
0.92 -0.71 -0.63
-0.07 -2.56 3.04
0.57 2.33 0.02
-0.84 -0.21 -1.79
0.99 -3.00 -1.48

Energy above the lowest of the compared OMol25 structures with the same formula, charge and spin, kcal per mole: 64.12
Lowest unoccupied orbital energy, eV: -0.52
Total energy, eV: -12217.730
Spin multiplicity: 1
HOMO-LUMO gap, eV: 8.917

Listed below, in e, are the natural (NBO) charges computed for each atom:
1 N -0.766
2 C 0.422
3 C -0.034
4 N -0.357
5 C 0.748
6 O -0.518
7 N -0.530
8 C 0.303
9 N -0.526
10 H 0.415
11 H 0.414
12 H 0.221
13 H 0.205

---

# 6
The following is a quantum chemistry calculation of a single C4H4N4O molecule at a distorted geometry, from OMol25.

CARTESIAN COORDINATES (ANGSTROEM)
H 3.67907 -0.91003 0.62892
N 3.05227 -0.03553 0.76278
C 1.87013 -0.15784 -0.00334
N 0.94602 -1.17540 -0.53965
C -0.35715 -1.14550 -0.32841
C -0.98337 0.21894 0.24428
N -2.42057 0.52166 0.12254
O -3.05515 -0.46500 0.39375
C -0.16749 1.21991 -0.16745
N 1.06604 0.95146 -0.34608
H -1.07553 -2.02778 -0.69264
H -0.59938 2.17650 -0.77978
H 1.75802 1.83291 -0.77403

Cartesian forces, eV/Å:
-1.83 1.36 0.52
-4.13 -1.92 -5.00
-0.14 -0.86 2.47
0.49 -1.76 1.43
0.17 1.65 1.01
-0.66 -2.41 -2.25
1.83 -1.41 0.87
-0.96 0.18 -0.27
-3.56 2.30 -2.04
8.67 5.99 -1.68
1.82 2.21 0.79
1.02 -2.12 2.31
-2.72 -3.21 1.84

Energy above the lowest of the compared OMol25 structures with the same formula, charge and spin, kcal per mole: 151.82
Lowest unoccupied orbital energy, eV: -0.69
Total energy, eV: -12213.926
Spin multiplicity: 1
HOMO-LUMO gap, eV: 8.318

Listed below, in e, are the natural (NBO) charges computed for each atom:
1 H 0.370
2 N -0.673
3 C 0.569
4 N -0.502
5 C 0.109
6 C -0.161
7 N 0.133
8 O -0.305
9 C 0.102
10 N -0.567
11 H 0.248
12 H 0.248
13 H 0.428

---

# 7
The following is a quantum chemistry calculation of a single C4H4N4O molecule at a distorted geometry, from OMol25.

CARTESIAN COORDINATES (ANGSTROEM)
C 1.34540 -0.91042 0.72319
C 0.31900 -0.03391 1.24117
C -0.21484 0.29283 0.02256
C -1.10142 0.64206 -2.48193
N 1.25411 -1.14125 -0.57600
N -0.06186 -0.15367 -2.30041
N 0.29866 -0.27032 -1.06889
N -0.03616 0.34019 2.51407
O -1.67172 1.37984 -1.69233
H 2.15837 -1.45808 1.36431
H -1.39836 0.74808 -3.62108
H -0.04512 -0.47609 3.26090
H -0.84605 1.04074 2.61442

Cartesian forces, eV/Å:
1.45 -1.99 0.99
-0.40 -0.07 -2.16
-2.49 2.45 1.26
-2.12 2.68 -3.17
1.93 -0.34 -0.38
1.74 -2.12 -0.31
0.24 -0.35 3.06
-1.09 -0.78 2.33
0.13 -0.52 0.57
-1.73 0.97 -1.56
0.57 -0.61 1.98
-0.05 2.53 -2.23
1.81 -1.86 -0.37

Energy above the lowest of the compared OMol25 structures with the same formula, charge and spin, kcal per mole: 16.10
Lowest unoccupied orbital energy (alpha / beta), eV: 0.63 / -2.44
Total energy, eV: -12214.233
Spin multiplicity: 3
Expectation value of S²: 2.02
HOMO-LUMO gap (alpha / beta), eV: 9.300 / 6.378

Listed below, in e, are the natural (NBO) charges computed for each atom:
1 C 0.014
2 C -0.002
3 C 0.208
4 C 0.446
5 N -0.259
6 N -0.249
7 N -0.018
8 N -0.802
9 O -0.513
10 H 0.225
11 H 0.128
12 H 0.405
13 H 0.416

---

# 8
The following is a quantum chemistry calculation of a single C4H4N4O3 molecule at a distorted geometry, from OMol25.

CARTESIAN COORDINATES (ANGSTROEM)
O 3.02090 2.00901 -0.64050
C 1.87495 1.71788 -0.82837
N 1.06712 1.68747 -1.86448
C -0.01712 1.14163 -1.51175
N -0.05950 0.75241 -0.17201
C -0.95481 -0.08527 0.72097
N -1.55520 -1.05844 -0.14885
C -1.09955 -2.14732 0.26206
O -0.24472 -2.08682 1.22930
N -0.24970 -0.80213 1.70806
O 1.19792 1.07796 0.32114
H -0.84488 0.65913 -2.04291
H -1.66623 0.66107 1.25324
H -1.27490 -2.98313 -0.29140
H 0.80572 -0.54344 2.00550

Cartesian forces, eV/Å:
-0.66 0.36 -0.44
2.43 -0.83 2.95
-0.05 1.07 -2.46
-2.88 -3.45 3.16
1.35 1.07 -1.66
-0.74 3.40 -0.44
-1.52 1.78 0.11
0.29 1.80 -0.53
1.77 -3.51 1.20
2.84 1.38 2.30
-0.59 0.49 -0.35
0.29 1.07 -0.56
0.94 -1.24 -1.17
-0.19 -2.84 -0.67
-3.29 -0.53 -1.43

Energy above the lowest of the compared OMol25 structures with the same formula, charge and spin, kcal per mole: 76.02
Lowest unoccupied orbital energy, eV: 0.51
Total energy, eV: -16311.105
Spin multiplicity: 1
HOMO-LUMO gap, eV: 9.969

Listed below, in e, are the natural (NBO) charges computed for each atom:
1 O -0.559
2 C 0.826
3 N -0.560
4 C 0.294
5 N -0.138
6 C 0.209
7 N -0.494
8 C 0.396
9 O -0.309
10 N -0.345
11 O -0.380
12 H 0.228
13 H 0.204
14 H 0.203
15 H 0.425

---

> Which of these has the highest energy above the lowest of the compared OMol25 structures with the same formula, charge and spin?

number 6

---

> Look up the total energy of the second one.

-28860.644 eV